(1)
{"formula": "C4H12O3", "method": "ωB97M-V with the def2-TZVPD basis set", "elements": ["O", "C", "C", "C", "C", "H", "H", "H", "H", "H", "H", "H", "H", "H", "H", "O", "H", "H", "O"], "positions_angstrom": [[-1.975, 1.532, 0.075], [-1.314, 0.624, 0.437], [-0.328, 0.013, -0.455], [0.235, -1.237, 0.376], [-1.079, -2.100, 0.743], [-1.479, 0.368, 1.553], [-0.886, -0.306, -1.364], [0.445, 0.734, -0.751], [0.840, -1.988, -0.138], [0.917, -0.877, 1.155], [-1.722, -1.974, -0.201], [-1.756, -1.800, 1.640], [-0.755, -3.131, 0.971], [1.440, -1.302, -1.955], [2.854, -1.556, -1.609], [2.305, -0.906, -1.889], [0.546, 2.130, 1.229], [1.908, 1.984, 1.351], [1.241, 2.363, 0.753]], "forces_ev_per_a": [[-1.8, 2.0, -1.0], [-0.1, 0.5, 2.2], [1.5, -2.7, 0.2], [-1.8, -0.2, -0.6], [-0.2, 0.9, 0.5], [0.8, -0.4, -1.2], [0.4, 0.1, 0.5], [-0.3, -0.2, 0.2], [0.0, 0.5, -0.5], [-0.6, -0.1, 0.3], [0.8, -0.9, 1.5], [1.4, -0.1, -1.5], [-0.5, 0.3, -0.5], [-0.3, -0.1, -0.1], [2.7, -3.1, 1.3], [-2.1, 3.2, -1.4], [-5.8, -1.2, 2.9], [0.5, 0.4, -0.7], [5.4, 1.0, -2.1]], "homo_lumo_gap_ev": 10.317, "e_homo_ev": -9.72, "fmax_ev_per_a": 6.58, "smiles": "CCCC=O.O.O", "de_lowest_kcal_mol": 47.81, "e_lumo_ev": 0.60}

(2)
{"formula": "FHN2O2", "method": "ωB97M-V with the def2-TZVPD basis set", "elements": ["N", "N", "O", "O", "F", "H"], "positions_angstrom": [[-0.688, 0.339, -0.113], [-0.331, 1.734, 0.437], [0.830, 1.937, 0.154], [-1.185, 2.427, 0.917], [-1.575, -0.402, 0.683], [0.089, -0.296, -0.173]], "forces_ev_per_a": [[-2.0, 0.8, 0.0], [0.5, -1.9, -0.3], [-0.9, 0.7, 0.4], [0.9, -1.1, -0.5], [0.3, 1.1, -0.1], [1.1, 0.5, 0.5]], "homo_lumo_gap_ev": 11.089, "e_homo_ev": -11.39, "fmax_ev_per_a": 2.11, "smiles": "O=[N+]([O-])NF", "de_lowest_kcal_mol": 3.68, "e_lumo_ev": -0.30}

(3)
{"formula": "C20H61N5O8", "method": "ωB97M-V with the def2-TZVPD basis set", "elements": ["C", "C", "C", "O", "C", "N", "H", "H", "H", "H", "H", "H", "H", "H", "H", "H", "H", "C", "C", "C", "O", "C", "N", "H", "H", "H", "H", "H", "H", "H", "H", "H", "H", "H", "C", "C", "C", "O", "C", "N", "H", "H", "H", "H", "H", "H", "H", "H", "H", "H", "H", "C", "C", "C", "O", "C", "N", "H", "H", "H", "H", "H", "H", "H", "H", "H", "H", "H", "C", "C", "C", "O", "C", "N", "H", "H", "H", "H", "H", "H", "H", "H", "H", "H", "H", "O", "H", "H", "O", "H", "H", "O", "H", "H"], "positions_angstrom": [[0.330, -1.580, 2.789], [-1.063, -2.278, 3.092], [-1.590, -3.090, 1.769], [-2.754, -3.943, 2.057], [-3.887, -3.364, 2.632], [-0.891, -3.163, 4.161], [1.092, -2.263, 2.414], [0.961, -1.415, 3.663], [0.277, -0.656, 2.213], [-1.846, -1.622, 3.470], [-0.852, -3.759, 1.325], [-1.910, -2.386, 1.001], [-3.900, -2.274, 2.627], [-3.988, -3.629, 3.685], [-4.764, -3.813, 2.166], [-0.417, -2.782, 4.968], [-0.287, -3.930, 3.903], [-2.771, 4.773, -3.951], [-2.227, 3.778, -2.861], [-1.170, 2.755, -3.338], [-1.025, 1.809, -2.326], [-0.341, 0.609, -2.653], [-1.710, 4.660, -1.794], [-3.327, 4.172, -4.671], [-1.958, 5.291, -4.459], [-3.436, 5.538, -3.550], [-3.051, 3.278, -2.352], [-0.161, 3.102, -3.558], [-1.579, 2.246, -4.211], [0.660, 0.830, -3.022], [-0.915, 0.096, -3.425], [-0.289, 0.032, -1.730], [-2.510, 4.996, -1.276], [-1.426, 5.529, -2.223], [-4.740, -2.013, -0.739], [-4.772, -0.541, -1.069], [-3.383, 0.174, -0.925], [-2.988, -0.096, 0.412], [-1.929, 0.706, 0.913], [-5.482, -0.418, -2.320], [-4.481, -2.102, 0.316], [-3.976, -2.471, -1.368], [-5.699, -2.491, -0.939], [-5.310, 0.011, -0.298], [-3.610, 1.240, -0.935], [-2.590, -0.243, -1.546], [-1.749, 0.443, 1.955], [-2.127, 1.777, 0.882], [-0.976, 0.653, 0.387], [-4.894, -0.601, -3.121], [-5.723, 0.555, -2.441], [3.491, 0.663, 3.415], [4.652, 1.557, 2.862], [6.043, 1.136, 3.487], [7.234, 1.986, 3.165], [7.110, 3.268, 3.624], [4.794, 1.589, 1.385], [2.549, 0.831, 2.893], [3.219, 0.896, 4.445], [3.729, -0.395, 3.311], [4.465, 2.587, 3.167], [6.262, 0.078, 3.346], [5.806, 1.307, 4.537], [8.139, 3.556, 3.836], [6.680, 3.302, 4.625], [6.608, 3.902, 2.893], [5.716, 1.978, 1.250], [4.844, 0.696, 0.916], [1.826, -4.699, -1.919], [1.376, -3.185, -1.870], [-0.185, -2.961, -2.112], [-0.483, -3.097, -3.531], [-1.844, -2.828, -3.903], [1.826, -2.666, -0.558], [1.286, -5.302, -1.189], [2.882, -4.875, -1.712], [1.612, -5.159, -2.883], [1.924, -2.540, -2.556], [-0.457, -2.000, -1.674], [-0.726, -3.738, -1.572], [-2.111, -1.798, -3.667], [-2.500, -3.505, -3.355], [-1.978, -3.096, -4.951], [1.724, -1.661, -0.565], [1.135, -2.909, 0.138], [3.938, 3.813, -0.575], [3.793, 3.371, 0.262], [4.819, 3.545, -0.837], [1.827, 0.755, 0.530], [1.352, 1.500, 0.162], [2.595, 1.144, 0.949], [0.800, 3.419, -0.153], [1.398, 3.559, -0.887], [-0.016, 3.838, -0.426]], "forces_ev_per_a": [[-0.5, 0.0, 0.1], [1.3, 0.1, -2.2], [-1.6, 0.7, 2.0], [1.8, 0.2, -0.5], [-0.2, -0.1, 0.7], [0.2, -2.6, 1.6], [-0.6, -0.5, -1.3], [-0.9, 0.8, 1.0], [0.2, -0.2, -0.2], [0.1, 0.7, -0.8], [0.2, 0.0, 0.4], [0.2, 0.4, 0.0], [-0.1, 0.1, -0.5], [0.4, -0.1, 0.3], [-0.1, 0.4, -0.3], [-0.2, 0.6, 0.0], [-0.1, -0.4, -0.2], [0.1, -1.8, -0.2], [0.3, 2.2, 0.0], [-0.8, -0.4, 0.2], [-0.2, -0.5, 1.3], [-0.4, 1.0, -0.1], [0.5, 0.1, 0.6], [-0.1, 0.3, -0.4], [0.1, -0.1, 0.0], [0.0, -0.2, 0.3], [0.0, -0.6, -0.6], [-0.1, 0.9, -0.4], [0.0, 0.1, -0.5], [0.2, -0.1, 0.0], [0.1, -0.4, -0.1], [0.1, 0.0, -0.2], [-0.2, -0.3, 0.5], [0.7, 0.1, -0.2], [0.5, 0.2, 0.6], [0.6, 0.0, 0.4], [-1.0, -1.0, 1.1], [0.5, 0.0, 0.8], [0.1, 0.4, 0.1], [-0.1, 1.2, -0.5], [0.1, -0.5, -0.2], [0.1, -0.4, 0.1], [0.0, 0.2, 0.0], [-0.6, -0.2, 0.0], [0.6, 0.3, -1.0], [-0.2, 0.6, -0.7], [-0.2, -0.2, -0.1], [-0.6, 0.2, 0.0], [0.0, -0.7, -0.3], [0.3, -0.4, -0.1], [-0.3, 0.3, -0.1], [0.5, 0.5, -0.6], [1.1, -1.0, -0.3], [-0.6, 1.6, 0.7], [-2.2, -3.5, -0.6], [0.9, 0.8, 0.9], [-0.6, 0.5, 0.3], [0.2, 0.1, -0.3], [0.6, 0.0, 0.2], [0.0, -0.1, 0.1], [0.0, 0.1, 0.0], [0.3, 0.2, -0.4], [0.6, -0.3, 0.5], [0.1, 0.7, -0.5], [-0.7, 0.1, 0.0], [0.0, 0.4, 0.3], [0.2, 0.3, -0.3], [-0.2, -0.5, 0.4], [-0.7, 0.7, -0.6], [-0.1, -0.7, 0.6], [1.3, -1.1, -0.9], [0.1, 0.6, 0.7], [0.8, -0.8, 0.8], [-0.8, 0.1, -0.2], [-0.2, 0.2, 0.2], [0.0, 0.6, 0.0], [-0.1, 0.2, -0.2], [-0.1, -0.5, -0.6], [-0.2, 0.2, -0.3], [-0.2, -0.1, 0.2], [-0.1, 0.1, -0.2], [-0.3, 0.0, 0.3], [0.3, 0.4, 0.0], [0.3, 0.5, -0.1], [-0.1, -0.5, 0.4], [-0.3, 0.5, -0.4], [0.1, -0.4, 0.4], [0.1, -0.1, -0.1], [-0.1, -0.8, 0.0], [-0.4, 0.7, -0.1], [0.4, 0.2, -0.1], [0.4, -0.4, 0.4], [0.4, 0.2, -0.2], [-0.7, 0.1, -0.3]], "homo_lumo_gap_ev": 9.359, "e_homo_ev": -8.86, "fmax_ev_per_a": 4.22, "smiles": "COC[C@H](C)N.COC[C@H](C)N.COC[C@H](C)N.COC[C@H](C)N.COC[C@H](C)N.O.O.O", "de_lowest_kcal_mol": 58.50, "e_lumo_ev": 0.50}

(4)
{"formula": "C4H6N2O2", "method": "ωB97M-V with the def2-TZVPD basis set", "elements": ["C", "C", "C", "C", "N", "N", "O", "O", "H", "H", "H", "H", "H", "H"], "positions_angstrom": [[-2.580, 0.220, 0.509], [-1.992, -0.983, -0.049], [-0.546, 0.627, -0.208], [1.702, 0.043, 0.691], [-1.734, 1.176, 0.573], [-0.867, -0.773, -0.549], [-0.307, 1.396, -1.340], [0.447, 0.657, 0.743], [-3.608, 0.318, 0.873], [-2.441, -1.981, -0.076], [1.797, -1.030, 0.212], [2.087, 0.153, 1.770], [2.410, 0.662, 0.200], [-0.211, 2.261, -0.938]], "forces_ev_per_a": [[-0.5, 1.6, 1.2], [-0.9, -1.6, -0.6], [-0.3, -0.6, 0.8], [1.2, -1.6, 0.9], [-0.2, -0.6, -1.5], [1.6, 0.6, -0.5], [-0.1, -0.8, 0.8], [-0.5, 0.3, 0.5], [0.4, -0.1, 0.1], [0.0, 0.4, 0.0], [-0.7, 2.0, 1.3], [-0.7, -1.0, -1.4], [0.6, 0.7, -1.1], [0.1, 0.7, -0.3]], "homo_lumo_gap_ev": 10.368, "e_homo_ev": -10.43, "fmax_ev_per_a": 2.48, "smiles": "COC1(O)N=CC=N1", "de_lowest_kcal_mol": 59.38, "e_lumo_ev": -0.06}

(5)
{"formula": "C5H34N2O10", "method": "ωB97M-V with the def2-TZVPD basis set", "elements": ["C", "C", "C", "C", "N", "C", "N", "H", "H", "H", "H", "H", "H", "H", "H", "H", "H", "H", "H", "H", "H", "H", "H", "O", "H", "H", "O", "H", "H", "O", "H", "H", "O", "H", "H", "O", "H", "H", "O", "H", "H", "O", "H", "H", "O", "H", "H", "O", "H", "H", "O"], "positions_angstrom": [[1.060, -0.483, -0.701], [0.568, -1.562, 0.389], [1.862, -1.781, 1.139], [2.067, -3.220, 1.563], [-0.476, -1.178, 1.338], [-1.810, -0.629, 0.925], [-1.786, 0.922, 0.796], [1.446, 0.329, -0.283], [1.806, -0.810, -1.376], [0.180, -0.261, -1.254], [0.321, -2.448, -0.304], [1.976, -1.032, 1.964], [2.727, -1.365, 0.544], [2.558, -3.293, 2.613], [1.196, -3.773, 1.734], [2.646, -3.765, 0.805], [-0.150, -0.699, 2.233], [-1.942, -1.084, -0.089], [-2.548, -0.954, 1.690], [-1.069, 1.307, 1.383], [-2.579, 1.388, 0.980], [-1.461, 1.394, -0.942], [-1.556, 1.375, -2.502], [-1.244, 1.865, -1.703], [-0.892, -4.914, -1.009], [-1.372, -3.737, -2.023], [-1.157, -4.674, -1.870], [1.529, -0.947, -3.589], [1.272, 0.464, -3.243], [0.965, -0.264, -3.688], [-1.778, -3.080, 2.710], [-1.601, -2.063, 3.854], [-2.256, -2.400, 3.185], [-0.542, 3.371, 0.012], [0.678, 4.291, 0.023], [-0.109, 3.982, 0.543], [0.216, 0.916, 4.093], [1.269, 0.970, 3.114], [0.796, 0.327, 3.725], [-2.383, -1.354, -4.167], [-0.958, -0.859, -4.016], [-1.804, -0.624, -3.917], [0.536, 2.620, -3.544], [0.293, 2.042, -2.180], [1.068, 2.243, -2.796], [2.164, 2.534, -0.092], [2.134, 3.156, -1.467], [2.342, 3.332, -0.521], [0.356, 3.068, 1.759], [-0.477, 3.325, 3.104], [0.069, 2.678, 2.623]], "forces_ev_per_a": [[-3.6, -3.4, -0.1], [1.4, 1.5, -1.9], [1.3, 0.6, 0.6], [2.5, 0.3, 1.9], [-0.9, 1.2, 0.7], [1.7, 0.4, -0.3], [3.7, -3.6, -1.4], [1.3, 3.7, 2.2], [0.7, -1.1, -0.5], [-0.5, 0.7, -0.8], [-0.1, 0.8, 1.5], [-0.8, -0.9, -0.1], [-0.7, -1.2, 0.1], [-0.2, 0.1, -1.9], [-1.8, -0.5, -0.1], [0.0, 0.1, 0.4], [-0.1, -1.0, -1.8], [-0.6, 0.5, 0.8], [0.4, 0.3, -0.9], [0.3, 0.0, 0.5], [-3.8, 1.5, 1.0], [-0.9, -1.9, 3.0], [0.1, 0.2, 1.0], [0.4, 1.5, -4.0], [0.3, 0.4, 1.6], [0.4, -0.7, 0.9], [-0.7, 0.3, -2.5], [2.9, -3.4, 0.5], [1.2, 3.1, 1.7], [-4.2, -0.1, -2.9], [0.3, 0.0, -0.2], [-0.9, -0.6, -1.1], [0.5, 0.3, 1.8], [-1.4, -1.7, -1.9], [-0.7, -0.6, 0.5], [2.0, 2.7, 0.5], [-2.5, 2.2, 1.7], [-0.8, -1.2, 1.0], [3.3, -1.2, -2.4], [0.3, 0.2, 0.0], [5.3, -1.4, -0.6], [-5.6, 1.4, 0.8], [1.1, -0.3, 0.7], [0.6, 0.1, -0.3], [-1.3, 0.6, -0.4], [-0.4, -2.0, 1.1], [0.1, 0.0, 0.5], [0.5, 2.1, -1.7], [-0.8, 0.5, 0.7], [0.5, -0.2, -0.7], [0.1, -0.4, 0.8]], "homo_lumo_gap_ev": 8.860, "e_homo_ev": -8.57, "fmax_ev_per_a": 5.87, "smiles": "CC[C@H](C)NCN.O.O.O.O.O.O.O.O.O.O", "de_lowest_kcal_mol": 96.08, "e_lumo_ev": 0.29}

(6)
{"formula": "F4Li3Sr", "method": "ωB97M-V with the def2-TZVPD basis set", "elements": ["Sr", "Li", "Li", "Li", "F", "F", "F", "F"], "positions_angstrom": [[1.136, 2.083, -2.947], [-0.719, 2.789, 1.996], [1.487, -2.472, 2.466], [-0.787, -0.461, -0.366], [1.274, 1.357, 0.435], [-0.963, -3.605, 1.814], [0.923, -1.993, -2.533], [-2.352, 2.302, -0.866]], "forces_ev_per_a": [[-0.7, -1.4, 1.5], [0.1, -0.4, -1.0], [-1.4, -0.9, -0.5], [0.2, -0.3, -0.3], [-1.1, 0.3, -0.8], [1.6, 1.3, 0.3], [-0.3, 1.8, 0.4], [1.6, -0.4, 0.2]], "homo_lumo_gap_ev": 4.069, "total_charge": 1, "e_homo_ev": -10.51, "fmax_ev_per_a": 2.20, "de_lowest_kcal_mol": 272.15, "e_lumo_ev": -6.45}

> What is the formula in the fifth record?

C5H34N2O10